146
Properties=species:S:1:pos:R:3:forces:R:3 method="wB97M-V/def2-TZVPD" lumo_ev=-3.55 total_charge=+1 orbital_gap_ev=7.877 largest_force_ha_per_bohr=0.030
C -3.509432 -3.418134 -6.771120 0.134 0.030 -0.051
C -2.724779 -2.105165 -6.828431 -0.425 -0.161 0.210
C -3.116950 -1.090853 -5.734733 0.411 -0.562 -0.418
C -1.904921 -0.794673 -4.890763 0.131 0.784 -0.155
N -2.222202 0.028693 -3.694707 -0.232 -0.270 0.348
N -1.528478 -0.314452 -2.525964 -0.044 -0.665 -0.368
C -0.254962 -0.405440 -2.414576 0.624 -0.439 0.237
N 0.662658 -0.243847 -3.410344 -0.346 0.602 0.146
C 0.728051 0.870787 -3.932399 0.317 0.579 -0.505
O 0.855482 1.906952 -4.412135 -0.026 -0.487 0.030
C 0.219854 -0.760791 -1.013252 -0.338 0.100 -1.133
O 1.247376 -1.680363 -1.146462 0.116 -0.327 0.349
C -1.084242 -1.323853 -0.423287 1.219 0.875 -0.375
C -1.158568 -1.268153 1.114505 -0.038 -0.282 -0.156
F -0.062354 -0.636999 1.596452 0.177 -0.161 0.128
F -2.222578 -0.557521 1.520155 -0.125 0.093 0.007
C -1.315076 -2.664869 1.837659 0.137 0.633 0.329
F -2.011158 -3.506544 1.053693 -0.138 -0.051 -0.190
F -2.052137 -2.415375 2.922785 -0.094 -0.221 0.410
C -0.062936 -3.421384 2.361246 0.057 -0.468 -0.155
F 0.568687 -2.718690 3.305595 -0.020 0.224 -0.172
F -0.532467 -4.545348 2.924102 -0.398 -0.096 0.126
C 0.962142 -3.901488 1.291793 0.166 -0.166 0.771
F 1.951604 -3.027186 1.206460 0.191 0.237 -0.374
F 0.378132 -4.082999 0.113854 0.009 0.098 -0.353
F 1.473682 -5.066666 1.679080 0.157 -0.035 -0.121
C -2.143502 -0.471743 -1.149777 -0.456 0.133 0.995
C -3.506390 -1.132987 -1.033679 -0.301 -0.181 -0.998
C -3.894037 -2.135959 -2.116309 0.206 -0.606 0.448
C -3.308051 -3.551701 -1.948102 0.167 0.177 -0.573
C -2.475123 -4.016714 -3.144272 0.139 -0.073 0.463
N -1.100588 -4.337528 -2.748739 -0.372 -0.311 -0.129
C -0.276517 -4.685200 -3.853362 0.206 0.675 -0.285
C 0.725734 -5.754820 -3.641298 0.443 0.265 0.058
O -0.401050 -4.144593 -4.927965 -0.340 -0.097 -0.150
O -2.050895 0.809539 -0.612006 -0.169 0.067 -0.325
C -3.174934 1.658656 -0.905460 -0.124 0.282 0.716
C -2.818179 3.115062 -0.740225 -0.098 -0.397 -0.139
C -4.086998 3.915167 -0.989264 0.607 -0.447 -0.215
C -2.214939 3.452621 0.615211 -0.321 0.514 -0.371
C -1.148301 4.529594 0.536929 0.653 -0.209 0.372
C 0.012619 4.183650 -0.376683 -0.141 0.262 0.083
C -0.579671 4.780650 1.931261 -0.250 -0.143 -0.762
H -2.845715 -4.267124 -6.751966 0.262 -0.333 -0.027
H -4.149259 -3.529308 -7.631290 -0.296 -0.057 -0.270
H -4.132195 -3.490860 -5.892034 -0.247 0.027 0.329
H -1.676133 -2.340144 -6.743329 0.498 -0.008 -0.002
H -2.870744 -1.664528 -7.801269 0.061 0.237 -0.331
H -3.919303 -1.500177 -5.143713 -0.385 0.068 0.255
H -3.432009 -0.181233 -6.214785 -0.443 0.487 0.053
H -1.236275 -0.225921 -5.525745 0.417 0.105 -0.197
H -1.357796 -1.684682 -4.630396 0.023 -0.466 0.425
H -2.101955 1.016162 -3.866469 -0.047 0.241 0.059
H 0.535158 0.191363 -0.603545 0.025 0.202 0.526
H 2.088010 -1.286510 -0.898477 0.118 -0.035 0.071
H -1.082450 -2.331903 -0.806246 -0.493 -0.394 0.203
H -3.530902 -1.672371 -0.104455 0.091 -0.090 0.546
H -4.296263 -0.406448 -0.954690 -0.062 0.367 -0.102
H -4.966235 -2.218631 -2.066126 -0.487 0.026 -0.021
H -3.679437 -1.786315 -3.108330 0.084 0.358 -0.305
H -4.118501 -4.249787 -1.836360 -0.390 -0.269 0.189
H -2.710081 -3.665538 -1.055358 0.051 0.079 0.261
H -2.519894 -3.306393 -3.954265 0.007 0.342 -0.312
H -2.890032 -4.933600 -3.529536 -0.127 -0.375 -0.257
H -0.663832 -3.604404 -2.208152 0.246 -0.116 0.198
H 1.091588 -5.798789 -2.628200 -0.108 -0.134 0.415
H 0.281187 -6.697022 -3.925236 -0.187 -0.393 0.081
H 1.552679 -5.566019 -4.302338 0.345 -0.049 -0.348
H -3.959977 1.415080 -0.197892 -0.259 -0.027 0.276
H -3.581135 1.465936 -1.892563 0.114 -0.063 -0.377
H -2.117940 3.363669 -1.527749 0.319 0.055 -0.234
H -4.817843 3.651504 -0.239377 -0.379 0.168 0.229
H -3.828136 4.960298 -0.945833 -0.263 0.465 0.042
H -4.466119 3.668835 -1.971317 -0.362 0.210 -0.334
H -3.020794 3.849608 1.221845 -0.258 -0.027 0.403
H -1.839517 2.585998 1.136820 0.345 -0.430 0.071
H -1.575256 5.461227 0.189047 -0.358 0.300 -0.247
H 0.733004 4.984660 -0.344425 0.354 0.231 -0.004
H 0.530968 3.294725 -0.038478 0.114 -0.374 0.030
H -0.271435 4.087581 -1.412931 -0.087 -0.224 -0.425
H -1.337218 5.217963 2.560613 -0.131 0.102 0.503
H 0.277982 5.428036 1.853273 0.254 0.395 0.259
H -0.254881 3.825667 2.318747 0.133 -0.255 0.455
C 2.154592 -5.481361 5.169920 0.023 -0.043 0.121
C 3.647034 -5.612234 4.933907 -0.229 0.041 -0.368
O 3.935323 -6.730161 4.088379 0.277 0.107 0.158
H 1.766196 -6.392667 5.624123 0.001 0.008 0.063
H 1.933326 -4.637699 5.826177 -0.006 0.001 -0.006
H 1.622876 -5.336086 4.228926 0.011 0.056 -0.018
H 4.174929 -5.777070 5.870643 0.065 -0.083 -0.038
H 4.044046 -4.700269 4.470851 0.010 0.035 0.147
H 3.478867 -6.588239 3.254204 -0.047 -0.044 -0.046
C -2.898330 5.801543 -4.910546 0.015 -0.087 0.043
C -3.997107 5.019029 -5.606380 -0.112 0.325 0.136
O -5.149468 4.896397 -4.774989 0.160 -0.232 -0.038
H -2.623948 5.311853 -3.974331 0.029 -0.012 0.001
H -2.008199 5.887801 -5.535084 -0.012 0.015 -0.019
H -3.242334 6.807906 -4.664797 0.029 0.034 -0.050
H -3.666789 4.006142 -5.833434 -0.069 -0.058 0.001
H -4.275908 5.503218 -6.547192 0.087 -0.065 -0.061
H -5.459609 5.784751 -4.579479 -0.093 0.038 0.031
C 6.664469 -5.301107 1.211502 0.000 0.084 0.041
C 7.598549 -5.833847 2.284655 -0.245 -0.050 0.096
O 7.197111 -5.421156 3.585997 0.019 0.100 -0.120
H 6.627790 -4.211084 1.249881 0.042 -0.004 -0.015
H 6.990982 -5.606873 0.216403 -0.010 -0.017 -0.004
H 5.648754 -5.672690 1.370860 0.010 -0.063 -0.027
H 8.606625 -5.451078 2.136739 0.034 0.002 0.043
H 7.638270 -6.927050 2.242304 0.077 -0.004 -0.072
H 6.310033 -5.765949 3.735986 -0.051 -0.127 0.087
C 3.988953 2.342950 0.930220 -0.071 0.016 -0.008
C 4.023332 2.943051 -0.462565 0.042 0.015 0.223
O 3.236655 4.123672 -0.515432 -0.064 0.018 -0.219
H 2.957929 2.110268 1.214371 0.031 -0.040 -0.044
H 4.586901 1.430909 0.988621 0.031 0.023 0.034
H 4.369823 3.063233 1.662201 0.009 -0.255 -0.140
H 3.608149 2.256325 -1.207918 0.002 0.109 0.014
H 5.051497 3.173453 -0.757718 0.043 -0.127 -0.050
H 3.607180 4.739130 0.124665 -0.044 0.075 0.039
C 6.975547 3.901510 4.942715 -0.088 -0.050 0.005
C 6.262491 4.652654 3.836978 -0.176 -0.021 0.154
O 5.039760 4.009676 3.455144 0.261 0.151 0.058
H 7.196156 2.882728 4.630825 0.034 -0.060 -0.041
H 7.911217 4.392106 5.209551 0.003 0.037 0.019
H 6.348796 3.847783 5.836932 0.054 0.049 0.004
H 6.878351 4.693872 2.940152 -0.045 -0.008 -0.054
H 6.046954 5.678850 4.149634 0.081 0.032 -0.046
H 4.475522 3.976910 4.232865 -0.072 -0.013 0.029
C -0.686587 9.679180 2.120791 -0.005 -0.063 -0.026
C -0.483315 8.498912 3.053480 0.274 0.256 -0.015
O 0.838046 7.968590 2.936812 -0.204 -0.160 -0.042
H -0.505423 9.380343 1.088136 -0.033 -0.024 -0.014
H -1.700142 10.074312 2.199025 0.002 0.019 0.015
H 0.013858 10.482664 2.357504 -0.042 0.037 0.048
H -1.167661 7.690421 2.803335 0.047 -0.080 0.015
H -0.665324 8.793030 4.091969 -0.118 -0.026 -0.013
H 1.451023 8.671978 3.166312 0.083 0.021 0.010
C -1.475186 -3.655405 5.864301 -0.160 0.058 0.093
C -1.412631 -3.761341 7.377471 -0.154 -0.246 -0.061
O -2.708962 -3.758360 7.965784 0.105 0.189 -0.018
H -2.000715 -2.746175 5.571682 0.026 0.044 0.027
H -0.479716 -3.641463 5.424297 0.052 -0.034 0.049
H -2.026033 -4.500176 5.443308 0.065 -0.049 -0.017
H -0.882475 -2.909923 7.800163 -0.021 0.017 0.058
H -0.883799 -4.674034 7.674018 0.123 0.066 -0.021
H -3.193140 -4.513659 7.622155 -0.053 -0.058 0.013